[1]
The following is a quantum chemistry calculation of an isolated molecule of C21H23N3O6S, from the OMol25 dataset.

* structure (SMILES): NC(=O)Nc1ccc(C(=O)OCC(=O)N(Cc2ccccc2)[C@@H]2CCS(=O)(=O)C2)cc1
* energy relative to the best compared isomer or geometry (same formula, charge and spin): 1.143 eV

Structure (ORCA input):
```
! RIJCOSX wB97M-V def2-TZVPD def2/J DEFGRID3
* xyz 0 1
N -7.336 -1.897 0.532
C -6.112 -1.412 0.904
O -5.521 -1.828 1.871
N -5.636 -0.450 0.034
C -4.423 0.224 0.077
C -3.548 0.136 1.159
C -2.354 0.824 1.138
C -2.010 1.617 0.045
C -0.726 2.329 -0.039
O -0.420 3.093 -0.927
O 0.103 2.019 0.975
C 1.369 2.657 1.021
C 2.543 1.674 1.022
O 3.358 1.727 1.924
N 2.639 0.787 0.005
C 1.801 0.809 -1.176
C 0.607 -0.119 -1.123
C 0.288 -0.859 0.005
C -0.827 -1.679 0.013
C -1.637 -1.765 -1.105
C -1.326 -1.025 -2.234
C -0.210 -0.210 -2.243
C 3.740 -0.173 -0.004
C 3.838 -1.042 1.261
C 5.030 -1.958 1.072
S 6.184 -0.970 0.049
O 7.382 -0.646 0.769
O 6.337 -1.614 -1.229
C 5.103 0.480 -0.162
C -2.896 1.720 -1.027
C -4.087 1.034 -1.012
H -7.927 -1.420 -0.125
H -7.781 -2.522 1.182
H -6.195 -0.262 -0.787
H -3.810 -0.483 2.000
H -1.678 0.754 1.975
H 1.429 3.209 1.964
H 1.457 3.364 0.186
H 1.445 1.826 -1.363
H 2.422 0.539 -2.037
H 0.897 -0.777 0.892
H -1.069 -2.247 0.898
H -2.509 -2.400 -1.093
H -1.955 -1.082 -3.110
H 0.028 0.371 -3.122
H 3.576 -0.840 -0.857
H 3.987 -0.392 2.124
H 2.920 -1.614 1.407
H 5.527 -2.223 1.999
H 4.794 -2.848 0.496
H 5.275 0.913 -1.141
H 5.304 1.193 0.632
H -2.623 2.341 -1.867
H -4.767 1.114 -1.849
*
```

=====

[2]
The following is a quantum chemistry calculation of an isolated molecule of C21H23N3OS, from the OMol25 dataset.

* structure (SMILES): COc1ccc(N2C(=S)N=C(Nc3ccccc3)C23CCCCC3)cc1
* energy relative to the best compared isomer or geometry (same formula, charge and spin): 16.768 eV

Structure (ORCA input):
```
! RIJCOSX wB97M-V def2-TZVPD def2/J DEFGRID3
* xyz 0 1
C -6.944 -0.374 1.184
O -6.108 0.169 -0.045
C -4.860 -0.096 -0.041
C -4.143 -0.755 0.889
C -2.848 -0.751 0.986
C -2.229 -0.374 -0.051
N -0.840 -0.262 -0.404
C -0.049 -1.735 -0.420
S -0.759 -2.933 -0.397
N 1.270 -1.365 -0.325
C 1.417 -0.112 0.048
N 2.708 0.354 0.160
C 3.905 -0.115 0.247
C 5.132 0.896 0.306
C 6.279 0.323 0.551
C 6.472 -1.091 0.203
C 5.321 -1.834 0.245
C 4.146 -1.315 0.081
C 0.238 0.706 -0.071
C -0.041 1.660 1.102
C -0.254 3.019 0.767
C 0.983 3.626 0.105
C 1.027 2.771 -1.311
C 0.131 1.587 -1.380
C -2.910 0.261 -1.406
C -4.312 0.365 -1.273
H -6.690 -1.453 1.267
H -7.910 -0.339 0.900
H -6.702 0.274 1.901
H -4.561 -1.028 1.990
H -2.062 -1.147 1.736
H 2.571 1.482 0.348
H 4.902 2.016 0.447
H 7.154 0.757 0.591
H 7.604 -1.463 0.333
H 5.596 -2.821 -0.262
H 3.242 -2.026 0.042
H -1.000 1.021 1.660
H 0.675 1.457 1.773
H -1.296 3.301 0.602
H -0.378 3.521 1.881
H 1.753 3.562 0.757
H 0.920 4.586 0.115
H 0.720 3.608 -1.803
H 2.067 2.687 -1.503
H 0.490 1.268 -2.223
H -0.844 1.974 -1.689
H -2.462 0.712 -2.189
H -4.814 0.667 -2.006
*
```

=====

[3]
The following is a quantum chemistry calculation of an isolated molecule of C21H23NO4, from the OMol25 dataset.

* structure (SMILES): CCOc1ccc(N(C)Cc2cc(=O)oc3ccc(OCC)cc23)cc1
* energy relative to the best compared isomer or geometry (same formula, charge and spin): 2.739 eV

Structure (ORCA input):
```
! RIJCOSX wB97M-V def2-TZVPD def2/J DEFGRID3
* xyz 0 1
C 5.750 0.163 -1.540
C 4.276 0.519 -1.664
O 3.815 0.904 -0.385
C 2.518 1.304 -0.247
C 1.577 1.339 -1.267
C 0.276 1.737 -1.005
C -0.119 2.110 0.274
N -1.427 2.517 0.590
C -2.232 3.058 -0.480
C -2.163 1.671 1.523
C -2.641 0.430 0.812
C -3.875 0.396 0.257
C -4.315 -0.659 -0.636
O -5.415 -0.737 -1.129
O -3.388 -1.606 -0.967
C -2.150 -1.616 -0.417
C -1.280 -2.622 -0.823
C -0.001 -2.695 -0.312
C 0.418 -1.774 0.652
O 1.641 -1.755 1.233
C 2.670 -2.577 0.715
C 3.972 -2.137 1.363
C -0.459 -0.784 1.074
C -1.730 -0.654 0.521
C 0.846 2.107 1.286
C 2.137 1.707 1.034
H 6.144 -0.121 -2.512
H 6.306 1.018 -1.166
H 5.879 -0.664 -0.847
H 4.147 1.346 -2.376
H 3.706 -0.347 -2.028
H 1.834 1.047 -2.273
H -0.435 1.735 -1.817
H -2.651 2.303 -1.160
H -1.624 3.752 -1.056
H -3.062 3.610 -0.037
H -1.519 1.426 2.366
H -3.020 2.241 1.890
H -4.599 1.175 0.436
H -1.627 -3.340 -1.549
H 0.655 -3.480 -0.652
H 2.462 -3.633 0.942
H 2.732 -2.458 -0.376
H 4.793 -2.747 0.997
H 4.161 -1.092 1.128
H 3.902 -2.243 2.442
H -0.107 -0.109 1.834
H 0.571 2.428 2.280
H 2.877 1.695 1.818
*
```

=====

[4]
The following is a quantum chemistry calculation of an isolated molecule of C21H23NO6, from the OMol25 dataset.

* structure (SMILES): COc1ccc(NC(=O)CCCC(=O)OCC(=O)c2cccc(OC)c2)cc1
* energy relative to the best compared isomer or geometry (same formula, charge and spin): 1.522 eV

Structure (ORCA input):
```
! RIJCOSX wB97M-V def2-TZVPD def2/J DEFGRID3
* xyz 0 1
C -6.193 -0.285 -1.739
O -5.748 -0.390 -0.409
C -4.494 0.052 -0.107
C -3.588 0.583 -1.018
C -2.334 0.997 -0.604
C -1.957 0.887 0.728
N -0.702 1.279 1.205
C 0.310 1.912 0.546
O 0.274 2.212 -0.628
C 1.485 2.197 1.467
C 2.557 3.084 0.834
C 3.222 2.439 -0.379
C 3.918 1.147 -0.052
O 4.016 0.639 1.035
O 4.420 0.584 -1.162
C 5.023 -0.688 -0.979
C 4.150 -1.687 -0.214
O 4.668 -2.529 0.479
C 2.684 -1.603 -0.411
C 2.097 -1.056 -1.553
C 0.721 -1.058 -1.675
C -0.087 -1.600 -0.690
C 0.490 -2.147 0.453
O -0.203 -2.709 1.480
C -1.579 -2.962 1.306
C 1.876 -2.142 0.583
C -2.868 0.357 1.643
C -4.118 -0.053 1.233
H -7.209 -0.677 -1.741
H -6.206 0.755 -2.079
H -5.576 -0.882 -2.419
H -3.844 0.683 -2.061
H -1.641 1.410 -1.318
H -0.547 1.076 2.183
H 1.932 1.243 1.756
H 1.110 2.681 2.372
H 2.104 4.025 0.518
H 3.314 3.299 1.590
H 2.467 2.225 -1.139
H 3.953 3.118 -0.822
H 5.223 -1.073 -1.983
H 5.968 -0.588 -0.434
H 2.703 -0.651 -2.348
H 0.263 -0.633 -2.555
H -1.158 -1.587 -0.819
H -1.759 -3.586 0.425
H -1.891 -3.502 2.199
H -2.157 -2.037 1.221
H 2.329 -2.567 1.465
H -2.592 0.269 2.685
H -4.825 -0.463 1.935
*
```

=====

[5]
The following is a quantum chemistry calculation of a structure of composition C21H23NO8, from the OMol25 dataset.

* energy relative to the best compared isomer or geometry (same formula, charge and spin): 26.662 eV

Structure (ORCA input):
```
! RIJCOSX wB97M-V def2-TZVPD def2/J DEFGRID3
* xyz 0 1
O -3.178 -2.576 0.311
C -2.858 -1.391 0.202
C -1.556 -0.712 0.572
C -1.504 0.493 0.951
C -0.295 0.823 1.218
C 0.736 0.081 1.438
C 0.545 -1.319 1.182
C -0.628 -1.637 0.518
H -0.815 -2.666 0.279
O 1.801 -1.990 1.063
C 1.765 -2.961 0.370
H 1.332 -3.886 0.865
C 3.318 -3.606 -0.104
O 3.800 -2.589 -1.043
C 3.820 -1.287 -1.019
C 2.721 -0.598 -1.658
H 3.151 -0.791 -2.780
O 2.484 0.715 -1.348
C 3.695 1.791 -1.641
H 3.137 2.648 -1.886
C 4.222 2.039 -0.333
O 3.515 3.202 0.592
C 2.326 2.948 0.959
C 2.242 1.918 2.280
O 2.042 0.697 1.507
H 3.378 1.874 2.560
H 1.591 2.024 2.853
H 1.749 2.582 0.066
H 1.860 3.772 1.313
H 5.314 2.368 -0.361
H 4.328 1.264 0.345
H 4.305 1.264 -2.401
H 1.860 -1.035 -1.670
H 3.618 -1.143 0.132
H 4.808 -1.011 -1.160
H 3.938 -3.029 0.946
H 3.443 -4.460 -0.463
H 1.239 -3.081 -0.308
H -0.247 2.080 1.672
H -2.522 1.321 1.090
C -3.994 -0.503 -0.076
C -5.516 -0.546 0.445
C -6.474 0.197 -0.198
C -6.155 1.130 -1.094
C -4.917 1.501 -1.651
C -3.644 0.538 -1.149
H -2.711 0.622 -1.463
H -4.458 2.082 -2.243
H -6.883 2.008 -1.545
N -7.857 0.124 0.302
O -7.887 -0.739 1.051
O -8.564 0.811 -0.271
H -5.423 -1.365 0.784
*
```

=====

[6]
The following is a quantum chemistry calculation of an isolated molecule of C21H23NO8, from the OMol25 dataset.

* structure (SMILES): COCc1cc([C@H]2C(C(=O)c3ccco3)=C(O)C(=O)N2CCOCCO)ccc1O
* energy relative to the best compared isomer or geometry (same formula, charge and spin): 0.386 eV

Structure (ORCA input):
```
! RIJCOSX wB97M-V def2-TZVPD def2/J DEFGRID3
* xyz 0 1
C 1.962 4.421 0.516
O 3.151 3.687 0.313
C 3.040 2.332 0.716
C 2.128 1.525 -0.182
C 1.148 0.703 0.352
C 0.307 -0.032 -0.466
C -0.792 -0.873 0.137
C -2.160 -0.301 -0.171
C -2.507 1.068 0.213
O -1.662 1.919 0.444
C -3.934 1.377 0.318
C -4.550 2.609 0.356
C -5.927 2.355 0.489
C -6.049 0.995 0.537
O -4.861 0.403 0.437
C -2.843 -1.208 -0.903
O -4.033 -1.179 -1.498
C -2.013 -2.435 -1.067
O -2.377 -3.431 -1.670
N -0.853 -2.202 -0.436
C 0.242 -3.134 -0.368
C 0.616 -3.455 1.088
O 1.315 -2.392 1.706
C 2.712 -2.527 1.810
C 3.470 -2.698 0.485
O 3.114 -1.764 -0.501
C 0.465 0.044 -1.844
C 1.435 0.856 -2.392
C 2.262 1.620 -1.573
O 3.172 2.435 -2.153
H 2.143 5.415 0.113
H 1.731 4.494 1.585
H 1.113 3.959 0.003
H 4.065 1.942 0.674
H 2.686 2.274 1.754
H 1.030 0.647 1.424
H -0.626 -0.940 1.218
H -4.059 3.557 0.285
H -6.717 3.076 0.544
H -6.909 0.361 0.644
H -4.137 -2.039 -1.948
H -0.087 -4.041 -0.880
H 1.110 -2.708 -0.882
H 1.205 -4.378 1.124
H -0.300 -3.605 1.669
H 3.032 -1.602 2.299
H 2.970 -3.378 2.461
H 4.546 -2.638 0.711
H 3.269 -3.679 0.047
H 3.058 -0.883 -0.111
H -0.185 -0.527 -2.491
H 1.561 0.933 -3.460
H 3.522 3.044 -1.480
*
```

=====

HOMO-LUMO gap? In order: 0.33343, 0.28921, 0.28891, 0.31829, 0.29649, 0.29914 Eh.
E? In order: -1828.00036, -1451.16932, -1169.73020, -1320.24814, -1469.70790, -1470.67353 Ha.